[1]
50
Properties=species:S:1:pos:R:3:nbo_charge:R:1 method="wB97M-V/def2-TZVPD" homo_lumo_gap_ev=6.17 charge=+2 de_lowest_kcal_mol=3.60 spin_multiplicity=1 homo_ev=-12.67
Br -3.91 6.04 -2.06 0.117
Al -0.03 -2.25 -0.24 1.996
O -0.08 -1.15 -1.54 -0.923
N 1.79 -3.21 -0.55 -0.901
N 0.77 -0.95 0.97 -0.676
N 1.61 4.84 0.12 -0.033
N 2.03 3.69 0.26 -0.158
N -0.67 -4.22 -0.32 -0.723
N -1.90 -2.07 0.58 -0.899
C 1.78 0.26 2.76 -0.279
C 1.44 2.52 -0.20 0.119
C 0.44 -5.02 0.28 -0.235
C 1.06 2.36 -1.52 -0.178
C -2.00 -4.45 0.31 -0.241
C -1.13 6.51 -1.65 -0.225
C -0.80 4.35 0.07 -0.211
C 0.44 0.06 -1.16 0.235
C -2.27 -3.32 1.29 -0.239
C 0.31 5.12 -0.32 0.018
C -2.21 5.70 -1.31 -0.066
C 1.68 -4.69 -0.54 -0.242
C 1.89 1.40 1.98 -0.027
C 1.20 -0.88 2.23 0.098
C -2.05 4.65 -0.42 -0.228
C 0.57 1.14 -2.00 -0.192
C 0.12 6.24 -1.12 -0.162
C 1.42 1.39 0.67 -0.119
C 0.87 0.18 0.17 0.168
H 2.37 2.29 2.37 0.268
H 1.56 -5.05 -1.56 0.227
H 0.28 1.04 -3.04 0.254
H -0.73 -4.52 -1.29 0.427
H -2.76 -4.45 -0.47 0.235
H -2.56 -1.93 -0.19 0.424
H 0.58 -4.69 1.31 0.208
H -2.03 -5.42 0.81 0.244
H -3.31 -3.33 1.60 0.250
H -1.27 7.35 -2.31 0.249
H 1.08 -1.78 2.83 0.209
H 2.18 -2.88 -1.43 0.439
H 2.14 0.25 3.78 0.261
H 0.22 -6.08 0.28 0.249
H 1.14 3.20 -2.20 0.251
H -1.64 -3.42 2.18 0.213
H 0.97 6.86 -1.36 0.248
H -0.67 3.56 0.80 0.210
H 2.56 -5.17 -0.12 0.251
H -2.03 -1.26 1.18 0.432
H 2.46 -2.90 0.15 0.424
H -2.92 4.08 -0.10 0.232

[2]
53
Properties=species:S:1:pos:R:3:nbo_charge:R:1 method="wB97M-V/def2-TZVPD" homo_lumo_gap_ev=6.07 charge=-2 de_lowest_kcal_mol=0.00 spin_multiplicity=1 homo_ev=-2.09
Rb -0.16 -0.55 -0.30 0.938
As -3.06 1.37 0.69 2.003
Cl 4.23 -6.62 3.00 -0.074
Cl 4.25 -3.80 -1.61 -0.041
Cl 0.59 -2.70 2.24 -0.025
S 0.19 3.93 1.75 -0.508
S -3.34 0.42 -3.78 -0.494
O -2.35 0.03 1.33 -1.211
O 1.95 -2.38 -0.38 -0.772
N -0.39 0.89 3.65 -1.124
N 1.52 1.96 0.52 -0.537
N -2.81 -1.26 -1.76 -0.548
C 1.55 3.24 0.95 0.071
C 2.73 4.00 0.76 -0.283
C -3.38 -1.11 -2.98 0.067
C -2.88 -2.44 -1.14 0.035
C 2.62 1.43 -0.04 0.033
C -3.40 2.67 2.08 -1.012
C 1.95 -3.62 1.65 -0.131
C -4.02 -2.23 -3.58 -0.296
C -4.08 -3.44 -2.92 -0.187
C -2.05 2.26 -0.67 -1.042
C 3.80 2.12 -0.25 -0.337
C -3.49 -3.56 -1.66 -0.332
C 3.84 3.44 0.17 -0.188
C 2.47 -4.61 2.45 -0.252
C -4.77 0.97 -0.10 -1.013
C 2.43 -3.28 0.34 0.352
C 4.09 -5.10 0.74 -0.255
C 3.55 -4.10 -0.04 -0.127
C 3.55 -5.35 1.99 -0.094
H 2.74 5.02 1.12 0.209
H -5.27 0.22 0.51 0.233
H 2.56 0.38 -0.33 0.189
H -3.92 3.53 1.67 0.220
H 4.65 1.62 -0.70 0.204
H -2.43 -2.48 -0.15 0.189
H 4.93 -5.67 0.38 0.220
H 0.43 0.29 3.63 0.344
H -2.03 1.62 -1.55 0.276
H -1.06 2.50 -0.27 0.278
H 2.04 -4.80 3.43 0.224
H -2.43 2.98 2.47 0.280
H -3.51 -4.49 -1.11 0.200
H -4.60 0.60 -1.11 0.280
H -4.57 -4.29 -3.39 0.190
H -1.06 0.46 3.01 0.385
H 4.74 4.04 0.04 0.189
H -0.11 1.75 3.19 0.382
H -4.00 2.20 2.85 0.228
H -5.38 1.88 -0.15 0.217
H -4.47 -2.10 -4.55 0.210
H -2.56 3.19 -0.93 0.235

[3]
48
Properties=species:S:1:pos:R:3:nbo_charge:R:1 method="wB97M-V/def2-TZVPD" homo_lumo_gap_ev=8.69 smiles="O=C(CCOc1ccccc1)N[C@@H](C[C@@H]1COc2ccccc21)B(O)O" de_lowest_kcal_mol=51.50 spin_multiplicity=1 homo_ev=-8.09
O 1.37 0.54 -1.31 -0.924
O -0.68 4.16 2.97 -0.475
O 2.26 -0.73 1.30 -0.653
O 1.00 -3.80 -0.30 -0.526
O -0.96 0.68 -1.88 -0.891
N 0.09 -1.32 0.76 -0.611
C -0.15 2.42 1.39 -0.262
C 0.11 -2.30 -3.58 -0.193
C 2.17 -3.86 0.53 -0.044
C -0.52 0.03 0.50 -0.417
C -3.75 3.23 0.33 -0.262
C -1.77 3.89 2.20 0.323
C -3.91 4.28 1.23 -0.189
C -1.52 2.91 1.22 -0.135
C -2.98 4.62 2.20 -0.276
C -2.50 2.58 0.31 -0.139
C 1.78 -2.93 1.70 -0.508
C -0.02 -2.67 -2.25 -0.267
C 1.40 -1.57 1.19 0.694
C 1.13 -3.24 -1.58 0.334
C 1.19 -2.36 -4.36 -0.251
C -0.08 0.90 1.69 -0.393
C 2.32 -2.87 -3.69 -0.157
C 0.31 3.26 2.64 -0.058
C 2.30 -3.22 -2.35 -0.324
B 0.01 0.45 -0.94 1.129
H 2.62 -2.82 2.43 0.240
H 0.93 0.63 2.07 0.250
H -0.85 0.70 2.48 0.206
H 0.51 2.66 3.52 0.175
H -0.93 -2.68 -1.73 0.218
H 1.05 -3.45 2.26 0.222
H 1.18 -2.27 -5.43 0.219
H -0.68 -1.66 -4.00 0.210
H 0.39 2.70 0.46 0.221
H 3.09 -3.16 -4.46 0.215
H -0.43 1.06 -2.63 0.498
H 2.26 -4.86 0.79 0.193
H -4.76 4.96 1.07 0.209
H 3.14 -3.71 -1.99 0.208
H 1.30 3.78 2.56 0.188
H 2.97 -3.51 -0.09 0.190
H -0.62 -1.98 0.92 0.403
H -3.14 5.45 2.85 0.223
H 1.95 0.25 -0.52 0.523
H -2.37 1.80 -0.42 0.214
H -4.49 3.04 -0.38 0.211
H -1.65 0.00 0.34 0.242

[4]
45
Properties=species:S:1:pos:R:3:nbo_charge:R:1 method="wB97M-V/def2-TZVPD" homo_lumo_gap_ev="4.86 / 6.45" de_lowest_kcal_mol=0.00 spin_multiplicity=1 homo_ev="-5.34 / -6.56"
Te -0.37 -0.66 2.19 0.152
N -1.85 -0.28 -0.93 -0.754
N -0.83 -2.58 -0.84 -0.793
C 0.61 3.67 4.19 -0.219
C -1.94 -4.97 -1.72 -0.198
C 4.46 2.24 -1.51 -0.604
C -3.55 1.36 -1.30 -0.302
C 1.12 -0.60 0.04 -1.346
C -2.10 -2.59 -1.35 0.187
C 1.38 1.74 2.94 -0.244
C -1.01 2.09 3.33 -0.239
C 1.66 2.92 3.63 -0.198
C -4.43 0.37 -1.75 -0.189
C -2.26 1.00 -0.90 0.078
C -2.70 -1.26 -1.39 0.096
C -4.00 -0.95 -1.83 -0.207
C -2.67 -3.78 -1.79 -0.222
C 5.21 0.94 -1.82 -0.605
C -0.07 -3.69 -0.87 0.066
C -0.72 3.26 4.03 -0.210
C -0.61 -4.91 -1.28 -0.302
C 0.05 1.29 2.84 -0.267
Be -0.52 -1.03 -0.28 1.580
H 3.61 2.06 -0.85 0.202
H 2.16 1.13 2.50 0.220
H 1.27 -1.00 -0.98 0.226
H -2.03 1.74 3.17 0.224
H 4.10 2.71 -2.43 0.201
H -3.69 -3.74 -2.19 0.215
H 4.53 0.16 -2.17 0.203
H -5.45 0.63 -2.04 0.219
H 5.73 0.56 -0.93 0.201
H -2.40 -5.91 -2.00 0.220
H -4.62 -1.76 -2.21 0.218
H 5.97 1.10 -2.59 0.201
H 0.84 4.59 4.75 0.215
H 0.96 -3.58 -0.54 0.211
H 1.44 0.45 0.04 0.230
H 1.78 -1.19 0.69 0.238
H -1.53 3.86 4.45 0.216
H -1.53 1.72 -0.51 0.214
H 5.13 2.96 -1.02 0.201
H 2.69 3.27 3.73 0.215
H -3.84 2.42 -1.26 0.225
H 0.01 -5.80 -1.25 0.223

[5]
54
Properties=species:S:1:pos:R:3:nbo_charge:R:1 method="wB97M-V/def2-TZVPD" homo_lumo_gap_ev="7.27 / 7.08" s_squared=2.008 spin_multiplicity=3 homo_ev="-7.11 / -7.07"
Ni 0.62 -0.46 1.50 1.182
Cl 0.77 -2.92 0.83 -0.043
Cl 5.81 -1.36 2.27 0.013
S 2.91 -0.47 1.46 -0.303
S 0.10 -1.23 3.60 -0.437
N 0.68 1.40 3.74 -0.434
N 1.18 0.63 -1.27 0.002
N -0.54 2.76 0.00 -0.390
N 0.31 -0.09 -0.53 -0.417
N 0.96 0.42 -2.51 -0.044
N 0.16 1.39 2.45 -0.328
N -0.06 -0.45 -2.60 -0.190
N 1.20 0.17 5.58 -0.808
C 4.07 -4.90 1.80 -0.229
C 4.99 -3.89 2.04 -0.220
C 2.78 -4.56 1.43 -0.266
C -1.30 1.27 -4.78 -0.614
C -2.93 -0.25 -3.58 -0.620
C -0.46 -0.74 -1.37 0.194
C -1.41 2.37 0.94 0.154
C -2.34 2.95 -1.56 -0.270
C 3.30 -2.16 1.58 -0.257
C -3.25 2.54 -0.59 -0.177
C -1.70 -0.18 -4.47 -0.224
C 4.61 -2.56 1.94 -0.042
C 0.71 0.24 4.31 0.291
C -0.52 -0.96 -3.89 -0.211
C -0.87 2.14 2.30 0.275
C -2.77 2.25 0.68 -0.240
C -1.52 2.85 3.45 -0.683
C 2.44 -3.23 1.34 0.064
C -1.00 3.04 -1.21 0.031
H -2.48 3.28 3.16 0.215
H 1.78 0.95 5.85 0.392
H -3.78 0.23 -4.06 0.223
H 6.01 -4.11 2.33 0.228
H 4.37 -5.94 1.88 0.218
H -0.26 3.35 -1.94 0.204
H -2.11 1.77 -5.32 0.216
H -1.65 2.17 4.29 0.249
H -2.76 0.28 -2.63 0.210
H -1.11 1.82 -3.86 0.211
H -4.30 2.45 -0.82 0.220
H -3.21 -1.28 -3.35 0.209
H -1.25 -1.43 -1.12 0.235
H -3.45 1.93 1.46 0.225
H 1.53 -0.74 5.86 0.396
H -0.87 3.65 3.80 0.254
H -2.67 3.21 -2.56 0.223
H 2.04 -5.32 1.23 0.224
H -0.78 -2.01 -3.75 0.217
H -1.93 -0.68 -5.42 0.213
H -0.40 1.31 -5.39 0.219
H 0.34 -0.91 -4.55 0.238

The evaluated DFT total energy for the records listed, in turn: -107676.915 -149361.106 -32464.933 -30734.516 -119739.361 eV.